(1)
DFT (wB97M-V/def2-TZVPD) results for 2 unconnected molecules or ions with the total composition C4H8O2 in a non-equilibrium geometry.

Properties
- Energy above the lowest of the compared OMol25 structures with the same formula, charge and spin: 83.86 kcal per mole
- 2S+1: 1
- LUMO energy: 0.62 eV
- Net charge: 0
- Kohn-Sham gap: 9.78 eV
- Energy: -307.5788 a.u.

Last column: Mulliken charge in e.
Cartesian coordinates (Å):
H: 2.6424 -2.4961 -0.2626  0.26
H: -2.1807 2.3452 -0.0981  0.29
C: 0.5062 -2.2923 0.5627  0.08
C: -1.3185 2.7631 -0.5583  -0.70
H: 0.8761 2.8692 -0.6580  0.33
C: 1.5204 -2.3038 -0.3323  -0.61
H: -0.5570 0.7946 0.3746  0.27
H: 1.2299 -2.0328 -1.4531  0.15
O: -0.8728 -2.2264 0.4121  -0.51
O: 0.1844 1.4120 0.7105  -0.48
H: -1.4127 3.5671 -1.2799  0.22
H: 0.7983 -2.2684 1.5977  0.27
H: -1.3793 -2.5939 1.2107  0.37
C: -0.0367 2.4626 -0.2257  0.07

---

(2)
DFT (wB97M-V/def2-TZVPD) results for a single C4H8O2 molecule.

Properties
- Energy above the lowest of the compared OMol25 structures with the same formula, charge and spin: 38.99 kcal per mole
- 2S+1: 1
- LUMO energy: 0.92 eV
- Net charge: 0
- Kohn-Sham gap: 10.59 eV
- Energy: -307.6503 a.u.

Last column: Mulliken charge in e.
Cartesian coordinates (Å):
H: 0.5893 -1.8657 0.6849  0.32
H: 1.1497 1.5793 -0.1473  0.32
H: -1.7540 -1.1590 1.1501  0.33
H: 2.5736 0.5351 0.1283  0.30
H: -1.3508 0.9992 -1.0406  0.35
C: -1.7034 0.6032 -0.0649  -0.01
C: 0.2750 -0.8399 0.4555  -0.57
C: -1.2424 -0.7991 0.2512  -0.44
H: 2.1228 1.0025 -1.5296  0.23
H: 0.5575 -0.2104 1.3117  0.39
C: 1.7297 0.7326 -0.5467  -0.69
O: 0.9291 -0.4112 -0.7211  -0.36
H: -1.4911 -1.4470 -0.5994  0.29
O: -2.3851 1.2804 0.6679  -0.48

---

(3)
DFT (wB97M-V/def2-TZVPD) results for 2 unconnected molecules or ions with the total composition C4H8O2 in a non-equilibrium geometry.

Properties
- Energy above the lowest of the compared OMol25 structures with the same formula, charge and spin: 54.03 kcal per mole
- 2S+1: 1
- LUMO energy: 0.30 eV
- Net charge: 0
- Kohn-Sham gap: 8.99 eV
- Energy: -307.6263 a.u.

Last column: Mulliken charge in e.
Cartesian coordinates (Å):
H: -2.3624 -1.2056 -0.3194  0.27
H: 0.0115 1.0179 1.4621  0.29
H: 0.8257 1.0548 -0.8323  0.43
H: -1.3712 -1.1475 -1.9401  0.28
C: -1.5267 -0.8550 -0.9070  -0.93
H: 1.9433 -1.2090 -0.5715  0.22
C: -0.9069 0.8156 0.8835  -1.05
H: 2.8166 -1.2537 1.0569  0.28
C: -0.7592 0.1200 -0.4416  0.69
H: -1.3713 1.7157 0.4774  0.28
C: 2.2422 -0.6584 0.3379  -0.05
O: 2.0014 0.5088 0.5472  -0.49
O: 0.0539 0.7599 -1.3346  -0.55
H: -1.5969 0.3366 1.5815  0.32

---

(4)
DFT (wB97M-V/def2-TZVPD) results for 2 unconnected molecules or ions with the total composition C4H8O2 in a non-equilibrium geometry.

Properties
- Energy above the lowest of the compared OMol25 structures with the same formula, charge and spin: 66.18 kcal per mole
- 2S+1: 1
- LUMO energy: 0.71 eV
- Net charge: 0
- Kohn-Sham gap: 9.89 eV
- Energy: -307.6070 a.u.

Last column: Mulliken charge in e.
Cartesian coordinates (Å):
H: 1.9649 -1.4923 2.7256  0.29
H: -0.4868 2.0271 -0.4817  0.36
H: -1.9330 -0.0003 -1.9289  0.29
C: 0.1573 1.1517 -0.4814  -0.06
C: -0.2304 -0.0952 -0.6470  -0.35
O: 1.4736 1.5885 -0.4343  -0.51
C: -1.7076 -0.2802 -0.9033  -0.32
C: -2.5868 -0.9046 -0.1303  -0.61
H: 1.7149 2.0153 0.3830  0.32
H: 0.3338 -0.9867 -0.8810  0.35
O: 2.0198 -1.3276 1.8175  -0.60
H: 2.7471 -0.7932 1.5023  0.31
H: -3.5642 -0.9922 -0.5987  0.23
H: -2.4689 -1.3666 0.8340  0.30

---

(5)
DFT (wB97M-V/def2-TZVPD) results for a single C4H8O2 molecule in a non-equilibrium geometry.

Properties
- Energy above the lowest of the compared OMol25 structures with the same formula, charge and spin: 76.49 kcal per mole
- 2S+1: 1
- LUMO energy: 1.00 eV
- Net charge: 0
- Kohn-Sham gap: 9.59 eV
- Energy: -307.5905 a.u.

Last column: Mulliken charge in e.
Cartesian coordinates (Å):
H: -1.4853 0.3328 -1.3316  0.31
H: 0.8173 1.4597 -1.3233  0.37
H: 0.7610 1.3302 0.4345  0.23
H: 1.0673 -2.5086 -0.5028  0.36
O: -1.8245 0.7158 0.6904  -0.53
C: 0.9581 -1.4625 -0.1813  0.23
O: 0.9453 -0.4876 -1.1158  -0.43
C: -1.1334 0.9679 -0.5146  -0.45
H: -1.8597 -0.2389 0.8271  0.33
C: 0.8913 -1.0901 1.0952  -0.99
H: -1.3923 2.0077 -0.7598  0.35
H: 0.5891 -1.7330 1.8935  0.32
H: 1.3675 -0.1528 1.3411  0.28
C: 0.3980 0.8821 -0.5217  -0.39

---

(6)
DFT (wB97M-V/def2-TZVPD) results for a single C4H8O2 molecule.

Properties
- Energy above the lowest of the compared OMol25 structures with the same formula, charge and spin: 33.91 kcal per mole
- 2S+1: 1
- LUMO energy: 0.79 eV
- Net charge: 0
- Kohn-Sham gap: 9.37 eV
- Energy: -307.6584 a.u.

Last column: Mulliken charge in e.
Cartesian coordinates (Å):
C: 1.4433 -0.8026 0.7131  -0.11
O: 0.5619 -1.5042 1.4563  -0.58
H: 2.4666 -1.0420 0.9987  0.33
H: -0.3249 -1.0947 1.3747  0.45
C: 0.0093 0.6434 -0.9183  -0.37
O: -1.5207 0.1377 0.9623  -0.59
H: -1.4803 -0.9271 -0.7465  0.34
H: 0.0184 1.7424 -0.8282  0.30
C: 1.2540 0.0909 -0.2636  -0.36
C: -1.3441 0.1198 -0.4552  -0.62
H: 2.1751 0.5050 -0.6700  0.26
H: -1.1771 0.9746 1.3070  0.33
H: -2.1419 0.7071 -0.9303  0.30
H: 0.0605 0.4499 -2.0001  0.31